#P
19
Properties=species:S:1:pos:R:3 method="wB97M-V/def2-TZVPD" lumo_energy_ev="-3.49 / -4.97" total_charge=+1 homo_lumo_gap_ev="9.04 / 6.59"
C 1.29 -1.42 3.10
C 0.39 -0.94 2.37
C -0.99 -0.23 -1.00
C -0.51 -0.33 1.52
C 0.34 0.44 -1.33
C 0.70 1.42 -0.30
N -0.93 -1.05 0.27
O 1.26 -0.59 -1.59
O -0.15 2.55 -0.14
H 1.90 -2.03 3.63
H -1.70 0.56 -0.98
H -1.26 -0.90 -1.79
H -1.17 0.48 1.93
H 0.24 1.15 -2.24
H 1.76 1.36 -0.13
H -1.84 -1.56 0.34
H -0.24 -1.75 0.08
H 2.03 -0.30 -2.09
H 0.35 3.25 0.36


#Q
19
Properties=species:S:1:pos:R:3 method="wB97M-V/def2-TZVPD" lumo_energy_ev=-3.11 total_charge=+1 homo_lumo_gap_ev=11.01
C -0.26 -1.29 -0.37
C 0.28 1.73 -0.41
C 1.09 -0.51 -1.56
C 1.38 0.65 -0.53
C 0.49 0.56 0.66
C -1.36 -0.75 1.72
N -0.26 -0.60 0.72
O -0.94 -2.29 -0.79
O 0.60 -0.25 -2.71
H 0.55 2.82 -0.12
H -0.59 1.54 -0.95
H 1.81 -1.31 -1.47
H 2.42 0.96 -0.74
H 0.87 0.90 1.57
H -0.88 -0.71 2.69
H -1.79 -1.68 1.50
H -2.06 0.03 1.59
H -0.62 -2.64 -1.57
H 0.30 0.66 -2.86


#R
19
Properties=species:S:1:pos:R:3 method="wB97M-V/def2-TZVPD" lumo_energy_ev="-4.64 / -4.64" total_charge=+1 homo_lumo_gap_ev="7.48 / 7.48"
C -1.18 -0.54 1.97
C -1.30 -0.20 0.82
C 1.25 -0.21 -0.61
C -1.76 1.71 -0.63
C 2.82 -0.59 1.23
C -1.63 0.22 -0.47
N -2.14 -0.60 -1.33
O 2.07 -0.73 -1.51
O 1.63 -0.05 0.56
H -1.01 -0.78 2.97
H -2.46 2.08 -1.36
H -0.79 2.26 -0.66
H -2.15 1.95 0.45
H 3.02 -1.59 0.88
H 2.64 -0.61 2.31
H 3.70 0.07 1.03
H -1.86 -1.55 -1.11
H 1.78 -0.66 -2.49
H -2.63 -0.18 -2.06


Going by the energies, #Q is most stable and the next is 180.3 kJ/mol up.